DFT (ωB97M-V/def2-TZVPD) results for the molecule C26H30N4O4 in a non-equilibrium geometry.

Calculated values
Highest occupied orbital energy ... -7.88 eV
2S+1 ... 1
Largest force on an atom ... 1.1 eV Å⁻¹
Gap between HOMO and LUMO ... 0.3071 hartree
ΔE to the lowest compared entry with this formula, charge and spin ... 39.07 kcal/mol
SMILES string ... CCOc1ccc(CCNC(=O)CCCn2c(=O)c3cccn3c3cccnc32)cc1OCC
Molar mass ... 462.55 g mol⁻¹
E_LUMO ... 0.5 eV
Electronic energy ... -1528.79895 a.u.

Each line ends with the Mulliken charge.
CARTESIAN COORDINATES (ANGSTROEM)
1 C -4.354 1.652 -5.051  -1.41
2 C -4.273 1.439 -3.547  -0.40
3 O -3.229 2.257 -3.061  -0.34
4 C -2.861 2.163 -1.743  0.94
5 C -3.577 1.427 -0.807  -0.65
6 C -3.194 1.372 0.520  -1.07
7 C -2.088 2.078 0.960  0.64
8 C -1.599 1.952 2.373  -1.46
9 C -0.567 0.811 2.449  -0.65
10 N 0.572 1.085 1.611  0.21
11 C 0.721 0.551 0.379  0.19
12 O 0.019 -0.354 -0.033  -0.71
13 C 1.842 1.178 -0.437  -0.87
14 C 2.552 0.145 -1.310  -0.55
15 C 3.487 -0.739 -0.483  -1.61
16 N 2.760 -1.426 0.569  0.13
17 C 2.797 -0.898 1.849  0.28
18 O 3.505 0.058 2.121  -0.72
19 C 1.944 -1.559 2.808  0.52
20 C 1.744 -1.292 4.149  -0.89
21 C 0.764 -2.183 4.603  -0.85
22 C 0.388 -2.966 3.538  -0.26
23 N 1.104 -2.590 2.450  0.25
24 C 1.089 -3.081 1.159  1.94
25 C 0.283 -4.128 0.735  -0.75
26 C 0.363 -4.546 -0.583  -0.56
27 C 1.255 -3.901 -1.424  -0.71
28 N 2.023 -2.901 -1.038  -0.52
29 C 1.949 -2.478 0.216  -0.27
30 C -1.372 2.815 0.031  0.13
31 C -1.714 2.858 -1.315  0.03
32 O -0.885 3.636 -2.075  -0.55
33 C -0.766 3.440 -3.474  -0.39
34 C -0.170 2.083 -3.833  -0.87
35 H -3.412 1.376 -5.517  0.29
36 H -5.151 1.042 -5.468  0.44
37 H -4.556 2.697 -5.268  0.32
38 H -5.226 1.718 -3.076  0.34
39 H -4.063 0.384 -3.323  0.44
40 H -4.455 0.881 -1.114  0.36
41 H -3.769 0.775 1.212  0.39
42 H -1.129 2.883 2.699  0.37
43 H -2.425 1.723 3.047  0.50
44 H -0.231 0.665 3.480  0.46
45 H -1.017 -0.113 2.080  0.33
46 H 1.182 1.835 1.897  0.30
47 H 2.558 1.670 0.223  0.53
48 H 1.372 1.936 -1.068  0.41
49 H 3.143 0.644 -2.080  0.52
50 H 1.803 -0.485 -1.793  0.42
51 H 3.955 -1.490 -1.122  0.45
52 H 4.250 -0.133 0.012  0.54
53 H 2.259 -0.543 4.715  0.58
54 H 0.373 -2.249 5.599  0.48
55 H -0.335 -3.755 3.500  0.34
56 H -0.397 -4.606 1.422  0.32
57 H -0.254 -5.353 -0.944  0.42
58 H 1.365 -4.192 -2.460  0.41
59 H -0.505 3.384 0.331  0.35
60 H -0.092 4.242 -3.789  0.40
61 H -1.732 3.574 -3.968  0.22
62 H -0.790 1.281 -3.440  0.23
63 H -0.111 1.985 -4.913  0.44
64 H 0.829 1.980 -3.415  0.20

=====

DFT (ωB97M-V/def2-TZVPD) results for the molecule C4H4Cl2FN in a non-equilibrium geometry.

Calculated values
Highest occupied orbital energy ... -9.23 eV
2S+1 ... 1
Largest force on an atom ... 3.1 eV Å⁻¹
Gap between HOMO and LUMO ... 0.3647 hartree
ΔE to the lowest compared entry with this formula, charge and spin ... 39.23 kcal/mol
SMILES string ... FC(=C(Cl)Cl)[C@@H]1CN1
Molar mass ... 155.99 g mol⁻¹
E_LUMO ... 0.7 eV
Electronic energy ... -1229.73986 a.u.

Each line ends with the Mulliken charge.
CARTESIAN COORDINATES (ANGSTROEM)
1 F -1.213 -1.956 0.207  -0.27
2 C -0.884 -0.618 0.089  -0.01
3 C -1.961 0.193 -0.055  0.38
4 Cl -3.539 -0.446 -0.315  -0.14
5 Cl -1.760 1.839 0.053  -0.18
6 C 0.547 -0.329 0.325  -0.01
7 C 1.326 0.825 -0.216  -0.37
8 N 1.444 -0.500 -0.782  -0.57
9 H 0.924 -0.835 1.234  0.30
10 H 0.770 1.592 -0.710  0.34
11 H 2.061 1.183 0.444  0.26
12 H 2.285 -0.949 -0.273  0.27

=====

DFT (ωB97M-V/def2-TZVPD) results for a structure of composition C30H51NNiOP3 in a non-equilibrium geometry.

Calculated values
Highest occupied orbital energy (alpha / beta) ... -6.66 / -10.20 eV
2S+1 ... 3
Largest force on an atom ... 3.3 eV Å⁻¹
Gap between HOMO and LUMO (alpha / beta) ... 0.1579 / 0.2845 hartree
Expectation value of S² ... 2.0108
Molar mass ... 593.36 g mol⁻¹
E_LUMO (alpha / beta) ... -2.4 / -2.5 eV
Electronic energy ... -3835.78730 a.u.
Net charge ... +1

Each line ends with the Mulliken charge.
CARTESIAN COORDINATES (ANGSTROEM)
1 Ni 1.532 -0.403 0.850  -0.78
2 P -3.896 -0.442 -1.286  0.05
3 P 1.712 -2.092 -0.357  0.78
4 N -1.881 -2.533 -0.862  0.39
5 C -4.361 -2.187 -1.192  -0.65
6 H -5.134 -2.309 -0.419  0.41
7 H -4.821 -2.450 -2.157  0.51
8 C -3.190 -3.151 -0.907  -0.84
9 H -3.355 -3.624 0.075  0.25
10 H -3.210 -3.971 -1.648  0.49
11 C -0.767 -3.425 -1.149  -1.29
12 H -0.407 -3.242 -2.174  0.34
13 H -1.143 -4.463 -1.122  0.52
14 C 0.414 -3.368 -0.160  -0.86
15 H 0.931 -4.341 -0.192  0.61
16 H 0.006 -3.240 0.852  0.57
17 C 3.243 -2.828 0.399  0.28
18 C 3.091 -2.902 1.924  -1.38
19 H 2.314 -3.614 2.226  0.35
20 H 2.847 -1.918 2.362  0.09
21 H 4.044 -3.228 2.358  0.47
22 C 1.995 -1.973 -2.176  0.66
23 C 2.725 -0.686 -2.573  -0.99
24 H 2.835 -0.659 -3.667  0.55
25 H 3.725 -0.614 -2.126  0.25
26 H 2.152 0.203 -2.273  -0.08
27 C -4.955 0.537 -2.372  0.60
28 C -4.635 2.035 -2.324  -1.57
29 H -5.140 2.524 -3.169  0.47
30 H -3.561 2.231 -2.430  0.41
31 H -4.996 2.518 -1.406  0.27
32 C -3.826 0.213 0.413  1.05
33 C -2.931 1.446 0.548  -1.68
34 H -2.830 1.687 1.617  0.55
35 H -3.349 2.324 0.037  0.33
36 H -1.923 1.252 0.160  0.17
37 C 0.041 -0.729 1.697  0.18
38 O -0.970 -1.002 2.221  -0.61
39 C 2.647 -3.234 -2.752  -1.74
40 H 2.264 -4.161 -2.304  0.34
41 H 2.428 -3.276 -3.828  0.47
42 H 3.741 -3.219 -2.640  0.34
43 C -6.447 0.249 -2.196  -1.43
44 H -7.004 0.834 -2.938  0.44
45 H -6.681 -0.807 -2.368  0.35
46 H -6.817 0.533 -1.203  0.27
47 C -5.218 0.451 1.005  -1.66
48 H -5.113 0.608 2.087  0.45
49 H -5.692 1.353 0.591  0.30
50 H -5.894 -0.402 0.864  0.37
51 C 4.534 -2.081 0.027  -1.24
52 H 4.472 -1.007 0.268  0.08
53 H 5.362 -2.499 0.616  0.48
54 H 4.802 -2.185 -1.031  0.22
55 H 3.279 -3.846 -0.017  0.54
56 H -3.342 -0.601 0.979  0.43
57 H 0.968 -1.898 -2.567  0.32
58 H -4.655 0.170 -3.369  0.46
59 H -1.869 -1.627 -1.453  -0.23
60 H -2.626 -0.512 -1.927  0.06
61 C 0.732 2.453 -0.331  -1.83
62 P 1.663 1.665 1.021  1.87
63 C 3.401 2.168 0.712  0.26
64 C 3.871 2.294 -0.605  -0.36
65 C 5.240 2.426 -0.850  -0.65
66 C 6.143 2.457 0.220  -0.49
67 C 5.675 2.341 1.534  -0.63
68 C 4.309 2.185 1.785  -0.58
69 C 1.129 2.599 2.489  0.26
70 C 0.653 1.934 3.628  -0.26
71 C 0.113 2.668 4.687  -0.71
72 C 0.036 4.062 4.608  -0.46
73 C 0.535 4.728 3.482  -0.70
74 C 1.096 4.002 2.431  -0.46
75 H 0.611 1.736 -1.154  0.46
76 H 1.263 3.342 -0.688  0.62
77 H -0.259 2.740 0.042  0.47
78 H 3.169 2.294 -1.441  0.22
79 H 5.596 2.511 -1.878  0.41
80 H 7.210 2.572 0.025  0.39
81 H 6.378 2.370 2.367  0.40
82 H 3.944 2.077 2.807  0.36
83 H 0.706 0.843 3.688  0.35
84 H -0.253 2.146 5.571  0.41
85 H -0.414 4.630 5.424  0.39
86 H 0.486 5.816 3.419  0.41
87 H 1.503 4.521 1.559  0.33